No. 1
Here is a structure of composition C3H2I2NO2 from the Open Molecules 2025 dataset. Energies are from ωB97M-V with the def2-TZVPD basis set.

Values from the calculation:
Kohn-Sham gap, eV: 7.862
DFT total energy, a.u.: -916.172845
ΔE to the lowest compared entry with this formula, charge and spin, kcal per mole: 0.0
Molar mass, Da: 337.86

Geometry as ORCA input:
```
! RIJCOSX wB97M-V def2-TZVPD def2/J DEFGRID3
* xyz -1 1
C -0.33 0.03 3.07
C 0.07 0.87 -0.58
C -1.36 -0.12 -0.61
N 0.70 0.03 2.49
O 0.98 0.28 -0.06
O -0.14 2.01 -0.92
I -0.85 -2.17 -0.43
I -2.83 0.47 0.93
H -1.87 0.04 -1.50
H 1.25 0.21 1.62
*
```

Atom charges from the Mulliken analysis, given in e for atoms 1 to 5: -0.15 0.70 -0.88 -0.23 -0.72

=====

No. 2
Here is the molecule C3H2IN from the Open Molecules 2025 dataset. Energies are from ωB97M-V with the def2-TZVPD basis set.

Values from the calculation:
Kohn-Sham gap (alpha / beta), eV: 8.665 / 8.667
DFT total energy, a.u.: -467.744585
ΔE to the lowest compared entry with this formula, charge and spin, kcal per mole: 103.8
Structure (SMILES): I[C@H]1C2=N[C@@H]21
Molar mass, Da: 178.96

Geometry as ORCA input:
```
! RIJCOSX wB97M-V def2-TZVPD def2/J DEFGRID3
* xyz 0 1
I -0.29 -1.89 1.42
C 0.41 -0.60 0.02
C 0.20 0.03 -1.35
N 0.24 1.24 -1.02
C -0.49 0.69 0.07
H 1.33 -0.46 0.46
H -1.40 1.00 0.39
*
```

Atom charges from the Mulliken analysis, given in e for atoms 1 to 5: 0.12 -0.05 -0.29 -0.21 -0.22

=====

No. 3
Here is a structure of composition C3H2IN2S from the Open Molecules 2025 dataset. Energies are from ωB97M-V with the def2-TZVPD basis set.

Values from the calculation:
Kohn-Sham gap (alpha / beta), eV: 5.709 / 6.776
DFT total energy, a.u.: -920.895375
ΔE to the lowest compared entry with this formula, charge and spin, kcal per mole: 23.6
Molar mass, Da: 225.03

Geometry as ORCA input:
```
! RIJCOSX wB97M-V def2-TZVPD def2/J DEFGRID3
* xyz -1 1
C 0.79 1.15 0.05
C -0.18 -0.99 0.07
C 1.10 -0.20 -0.01
N -0.51 1.19 -0.14
N -1.06 0.00 0.04
S 2.57 -0.99 -0.03
I -3.84 -0.13 0.08
H 1.35 1.99 -0.08
H -0.22 -2.03 0.02
*
```

Atom charges from the Mulliken analysis, given in e for atoms 1 to 5: -0.36 -0.43 0.06 -0.54 0.01

=====

No. 4
Here is the molecule C3H2INS2 from the Open Molecules 2025 dataset. Energies are from ωB97M-V with the def2-TZVPD basis set.

Values from the calculation:
Kohn-Sham gap (alpha / beta), eV: 7.810 / 6.569
DFT total energy, a.u.: -1264.162450
ΔE to the lowest compared entry with this formula, charge and spin, kcal per mole: 102.5
Molar mass, Da: 243.09

Geometry as ORCA input:
```
! RIJCOSX wB97M-V def2-TZVPD def2/J DEFGRID3
* xyz 0 1
C -0.02 1.24 0.15
C -1.30 1.02 0.15
C 1.14 0.36 -0.07
N -0.39 -1.79 -0.11
S 2.64 1.05 -0.23
S 1.12 -1.35 -0.16
I -3.01 -0.01 0.00
H 0.30 2.26 0.31
H -0.48 -2.79 -0.03
*
```

Atom charges from the Mulliken analysis, given in e for atoms 1 to 5: -0.09 -0.64 0.40 -0.35 -0.21